# C4H8BrN4S

An isolated ion of composition C4H8BrN4S and charge +1 (ωB97M-V with the def2-TZVPD basis set, the Open Molecules 2025 dataset).

The multiplicity is 1. The calculation puts the calculated total energy at -3348.1183 a.u. The value obtained for the HOMO-LUMO gap is 9.0 eV. The SMILES is C[C@H](Br)Cc1nnn(S)[nH+]1. Its charge is +1. The HOMO energy comes out at -0.5072 Eh.

Element x y z (Å)
1 C 2.2538 0.2096 0.7398
2 C 1.8271 -0.1785 -0.6633
3 Br 1.5159 1.4303 -1.7296
4 C 0.5582 -1.0343 -0.7746
5 C -0.5683 -0.5428 0.0546
6 N -0.6652 -0.4713 1.3939
7 N -1.8185 0.0525 1.6908
8 N -2.4614 0.3072 0.5879
9 S -4.0523 0.9538 0.4739
10 N -1.6949 -0.0688 -0.4481
11 H 1.5950 0.9655 1.1701
12 H 3.2620 0.6190 0.7202
13 H 2.2342 -0.6629 1.3987
14 H 2.6331 -0.7222 -1.1512
15 H 0.2242 -1.0138 -1.8139
16 H 0.7626 -2.0803 -0.5283
17 H -3.6146 2.2100 0.2924
18 H -1.9906 0.0269 -1.4132

Forces on atoms 1 to 6 (eV/Å):
-0.100 -0.015 0.111
0.057 0.008 0.165
0.042 0.069 -0.010
-0.054 -0.139 -0.189
0.063 -0.040 -0.012
0.064 -0.014 0.035

=====

# C4H10N2O

A single C4H10N2O molecule (ωB97M-V with the def2-TZVPD basis set, the Open Molecules 2025 dataset).

The multiplicity is 1. The calculation puts the calculated total energy at -343.1497 a.u. The value obtained for the HOMO-LUMO gap is 10.4 eV. The SMILES is CCNC(=O)CN. Its charge is 0. The HOMO energy comes out at -0.3438 Eh.

Element x y z (Å)
1 N 1.7534 1.2296 0.5590
2 C 0.3484 1.5035 0.1887
3 C -0.5982 0.7468 1.1303
4 N -0.7249 -0.5991 0.8881
5 C -1.0486 -1.2088 -0.4280
6 C 0.1493 -1.4663 -1.3115
7 O -1.2862 1.3894 1.8901
8 H 1.8460 1.0788 1.5527
9 H 2.3834 1.9583 0.2607
10 H 0.2462 1.2199 -0.8579
11 H 0.1052 2.5609 0.3187
12 H -1.3560 -0.9978 1.5741
13 H -1.3967 -2.1906 -0.1272
14 H -1.8684 -0.6514 -0.8811
15 H -0.1488 -1.7312 -2.3289
16 H 0.7782 -0.5917 -1.4716
17 H 0.8175 -2.2502 -0.9563

Forces on atoms 1 to 6 (eV/Å):
-0.339 -0.536 -0.152
0.993 0.282 0.695
-0.397 0.815 -2.552
-0.420 -0.611 0.899
0.830 -0.129 0.840
0.519 0.517 -1.018

=====

# C3H4FNOS

C3H4FNOS as an isolated structure (ωB97M-V with the def2-TZVPD basis set, the Open Molecules 2025 dataset).

The multiplicity is 1. The calculation puts the calculated total energy at -744.6219 a.u. The value obtained for the HOMO-LUMO gap is 8.5 eV. Its charge is 0. The HOMO energy comes out at -0.3316 Eh.

Element x y z (Å)
1 C -1.4218 -0.1012 -1.9787
2 C -1.0887 -0.5396 -0.5438
3 C 0.5428 0.3452 1.2798
4 H -2.0337 1.0889 -1.9710
5 H -2.5622 -0.8281 -2.5047
6 H 1.2359 -0.3256 -0.6517
7 H -0.5864 0.5762 1.7970
8 N 0.2102 -0.0963 -0.0511
9 O -1.9286 -0.7421 0.2724
10 F -0.2282 -0.1422 -2.5932
11 S 1.9852 0.5720 2.0190

Forces on atoms 1 to 6 (eV/Å):
-4.728 0.499 -0.044
0.274 3.145 1.441
-4.393 -0.179 -0.254
2.482 -3.516 0.139
4.163 1.802 1.432
-4.294 0.932 2.004

=====

# C3H11NO2

A 2-piece molecular cluster, C3H11NO2 overall (ωB97M-V with the def2-TZVPD basis set, the Open Molecules 2025 dataset).

The multiplicity is 1. The calculation puts the calculated total energy at -326.0667 a.u. The value obtained for the HOMO-LUMO gap is 10.1 eV. The SMILES is C[C@H](N)CO.O. Its charge is 0. The HOMO energy comes out at -0.3477 Eh.

Element x y z (Å)
1 C 0.2921 -0.5254 1.2624
2 O 1.6555 -0.4488 0.6266
3 C -0.7538 -0.3141 0.2579
4 C -1.9416 0.2692 0.9612
5 N -1.1257 -1.4662 -0.5560
6 H 0.3613 0.3634 1.9454
7 H 0.1832 -1.2963 2.0094
8 H 2.2757 -1.0973 0.9791
9 H -0.2941 0.4907 -0.4302
10 H -2.6614 0.7529 0.1109
11 H -2.5670 -0.5205 1.3888
12 H -1.8287 1.0982 1.8081
13 H -1.3281 -2.2805 -0.0897
14 H -0.3372 -1.6999 -1.0545
15 H 2.7855 2.9384 -2.7604
16 H 2.9838 1.4664 -3.1218
17 O 2.3003 2.2698 -3.3372

Forces on atoms 1 to 6 (eV/Å):
3.632 2.100 1.661
-1.265 -0.790 0.177
0.405 1.301 -0.788
-3.382 2.666 -0.643
-0.791 2.862 -0.569
-0.501 -0.391 -0.690